No. 1
C26H42BrNOP2Ru as an isolated structure in a non-equilibrium geometry. Source: OMol25; level of theory: the ωB97M-V functional and the def2-TZVPD basis.

Last column: Löwdin spin population.
Geometry (Å):
C (2.20, -3.55, -3.90)  0.0528
C (1.53, -2.35, -3.62)  -0.0153
C (0.44, -1.94, -4.40)  0.0493
C (0.04, -2.78, -5.45)  0.0778
N (0.64, -3.96, -5.65)  0.7271
C (1.69, -4.35, -4.93)  0.0783
C (2.11, -1.45, -2.64)  0.0146
C (3.27, -0.96, -2.52)  -0.0201
C (3.42, 0.14, -1.56)  -0.0050
C (3.78, -0.22, -0.27)  0.0462
C (3.21, 0.56, 0.78)  0.0342
C (2.25, 1.56, 0.32)  -0.0219
C (2.24, 2.15, -0.94)  0.0211
C (2.90, 1.40, -1.91)  0.0012
Ru (1.49, 0.77, 1.82)  1.5710
P (0.01, -0.68, 0.94)  0.0340
H (-0.03, -0.97, -4.25)  0.0055
H (3.10, -3.83, -3.36)  0.0057
H (-0.78, -2.49, -6.12)  0.0160
H (2.15, -5.31, -5.16)  0.0163
H (2.86, 1.69, -2.96)  0.0003
H (4.31, -1.13, -0.03)  0.0021
H (1.70, 3.09, -1.14)  0.0010
H (3.74, 0.65, 1.73)  0.0239
C (-1.19, -0.97, 2.30)  0.0187
C (-2.32, -1.98, 2.04)  0.0025
H (-1.62, 0.02, 2.54)  0.0040
H (-0.59, -1.26, 3.18)  0.0007
H (-2.91, -2.09, 2.97)  0.0006
H (-3.02, -1.64, 1.26)  0.0003
H (-1.95, -2.97, 1.77)  0.0003
C (-0.85, -0.76, -0.70)  0.0206
C (-1.18, -2.14, -1.30)  0.0035
H (-0.19, -0.21, -1.39)  0.0000
H (-1.78, -0.17, -0.62)  0.0098
H (-1.79, -1.99, -2.21)  0.0000
H (-0.27, -2.67, -1.62)  0.0006
H (-1.76, -2.77, -0.62)  0.0001
C (1.15, -2.12, 0.95)  0.0206
C (0.48, -3.48, 1.14)  0.0057
H (1.84, -1.93, 1.79)  0.0016
H (1.73, -2.06, 0.01)  0.0003
H (1.25, -4.26, 1.04)  0.0013
H (0.03, -3.57, 2.13)  0.0001
H (-0.28, -3.68, 0.38)  0.0002
Br (1.25, 1.54, 4.19)  0.2399
P (-1.61, 2.12, 0.55)  0.5257
C (-3.35, 1.58, 0.45)  0.0636
C (-4.37, 2.61, 0.92)  0.0329
H (-3.40, 0.68, 1.08)  0.0046
H (-3.54, 1.26, -0.59)  -0.0004
H (-5.37, 2.16, 0.82)  0.0081
H (-4.22, 2.87, 1.98)  0.0008
H (-4.34, 3.52, 0.30)  -0.0001
C (-1.48, 3.18, 2.05)  0.0750
C (-1.83, 4.66, 1.89)  0.0339
H (-0.44, 3.02, 2.41)  0.0120
H (-2.11, 2.71, 2.83)  0.0000
H (-1.69, 5.16, 2.86)  0.0075
H (-1.19, 5.18, 1.17)  0.0009
H (-2.88, 4.82, 1.61)  0.0005
C (-1.09, 3.13, -0.90)  0.0656
C (-2.14, 4.08, -1.47)  0.0327
H (-0.78, 2.38, -1.66)  0.0046
H (-0.17, 3.67, -0.61)  -0.0004
H (-1.73, 4.55, -2.37)  0.0072
H (-3.06, 3.54, -1.75)  0.0007
H (-2.39, 4.88, -0.76)  0.0001
C (3.50, -1.23, 4.25)  0.0046
O (2.23, -1.13, 3.62)  0.0658
H (4.27, -0.70, 3.67)  0.0018
H (3.68, -2.31, 4.27)  0.0017
H (3.46, -0.83, 5.27)  0.0007
H (1.71, -0.44, 4.12)  0.0021

Max |F|   0.0897 hartree/bohr
Multiplicity   5
<S²>   6.05
Net charge   +4
E   -122331.667 eV


No. 2
C15H16Al2ClF6NO2 as an isolated structure in a non-equilibrium geometry. Source: OMol25; level of theory: the ωB97M-V functional and the def2-TZVPD basis.

Last column: Löwdin charge in e.
Geometry (Å):
C (1.93, 1.33, 3.68)  -0.1305
C (1.23, -0.07, 4.08)  -0.4029
N (1.50, -1.19, 3.14)  0.0746
C (0.68, -1.09, 1.92)  -0.3817
O (-0.54, -0.77, 2.00)  0.0770
O (1.24, -1.31, 0.62)  0.0094
C (1.77, 0.03, 0.31)  -0.1811
C (0.75, 1.11, -0.11)  0.0269
C (1.27, 2.54, -0.40)  -0.0411
C (2.78, 2.82, -0.24)  -0.0652
C (3.80, 1.72, 0.18)  -0.0527
C (3.31, 0.26, 0.48)  0.0163
H (1.12, 2.14, 3.58)  0.1002
H (2.62, 1.70, 4.54)  0.0526
H (2.58, 1.29, 2.74)  0.0983
H (0.11, 0.13, 4.27)  0.0786
H (1.69, -0.40, 5.10)  0.0340
H (1.17, -2.04, 3.64)  0.1517
H (-0.36, 0.81, -0.20)  0.1152
H (0.50, 3.33, -0.68)  0.0961
H (3.18, 3.88, -0.43)  0.0943
H (4.91, 1.94, 0.28)  0.0918
H (4.04, -0.56, 0.83)  0.1209
F (-1.21, -0.54, -2.61)  0.0758
C (-2.44, -0.99, -2.35)  -0.2757
C (-2.73, -1.52, -1.10)  -0.0086
C (-4.01, -1.98, -0.83)  -0.0867
C (-4.99, -1.92, -1.82)  -0.1383
C (-4.70, -1.38, -3.07)  -0.1075
C (-3.42, -0.91, -3.34)  -0.0116
H (-1.95, -1.57, -0.35)  0.1017
H (-4.25, -2.40, 0.14)  0.1032
H (-5.99, -2.28, -1.61)  0.1034
H (-5.46, -1.34, -3.84)  0.1097
H (-3.17, -0.49, -4.30)  0.1212
F (-5.62, 0.30, -1.53)  -0.5577
Al (0.94, 1.15, 6.00)  0.9795
F (2.44, 0.99, -3.04)  -0.2374
Al (2.71, -0.74, -3.34)  0.0258
F (3.12, -0.99, -5.05)  -0.2509
F (1.24, -1.65, -2.94)  -0.2379
F (4.05, -1.31, -2.32)  -0.2505
Cl (-5.86, 1.96, -2.01)  0.5598

Max |F|   0.0962 hartree/bohr
Multiplicity   1
Net charge   0
E   -63417.839 eV


No. 3
A 7-piece molecular cluster, C32H79N5O7 overall in a non-equilibrium geometry. Source: OMol25; level of theory: the ωB97M-V functional and the def2-TZVPD basis.

Last column: Löwdin spin population.
Geometry (Å):
C (0.41, 0.25, -1.25)  0.0000
O (0.73, 1.59, -1.37)  0.0000
H (-0.66, 0.07, -1.30)  0.0000
H (0.86, -0.44, -1.97)  0.0000
H (0.81, -0.15, -0.32)  0.0000
H (-0.13, 2.00, -1.52)  0.0000
C (1.83, 4.79, -0.59)  0.0000
O (2.25, 4.12, -1.76)  0.0000
H (0.76, 4.67, -0.45)  0.0000
H (2.29, 4.28, 0.27)  0.0000
H (2.02, 5.86, -0.63)  0.0000
H (1.82, 3.26, -1.70)  0.0000
C (0.55, -6.40, -1.92)  0.0000
C (0.74, -5.75, -3.31)  0.0000
C (0.84, -4.24, -3.30)  0.0000
O (1.19, -3.58, -4.50)  0.0000
C (0.91, -2.24, -4.51)  0.0000
N (1.95, -6.33, -3.88)  0.0000
H (1.34, -5.95, -1.31)  0.0000
H (0.53, -7.49, -1.90)  0.0000
H (-0.36, -6.13, -1.38)  0.0000
H (-0.07, -6.03, -3.98)  0.0000
H (1.61, -3.90, -2.61)  0.0000
H (-0.10, -3.85, -2.92)  0.0000
H (-0.17, -2.09, -4.57)  0.0000
H (1.33, -1.81, -5.41)  0.0000
H (1.33, -1.71, -3.65)  0.0000
H (2.76, -6.08, -3.32)  0.0000
H (2.02, -7.31, -3.68)  0.0000
C (-3.41, 4.04, -2.96)  0.0000
C (-2.17, 3.79, -2.09)  0.0000
C (-2.40, 4.04, -0.54)  0.0000
O (-1.77, 5.23, -0.18)  0.0000
C (-1.78, 5.51, 1.21)  0.0000
N (-1.96, 2.40, -2.23)  0.0000
H (-3.13, 3.74, -3.97)  0.0000
H (-3.55, 5.12, -3.09)  0.0000
H (-4.35, 3.63, -2.59)  0.0000
H (-1.24, 4.27, -2.42)  0.0000
H (-2.09, 3.19, 0.07)  0.0000
H (-3.46, 4.27, -0.36)  0.0000
H (-1.45, 6.53, 1.39)  0.0000
H (-1.13, 4.86, 1.78)  0.0000
H (-2.80, 5.41, 1.60)  0.0000
H (-2.83, 1.98, -1.91)  0.0000
H (-1.81, 2.16, -3.20)  0.0000
C (0.52, 1.27, 2.18)  0.0000
C (0.26, 1.24, 3.70)  0.0000
C (-0.74, 0.12, 4.20)  0.0000
O (-2.07, 0.54, 4.09)  0.0003
C (-2.41, 1.43, 5.09)  0.0000
N (1.58, 1.18, 4.35)  0.0000
H (1.00, 2.18, 1.84)  0.0000
H (-0.42, 1.15, 1.65)  0.0000
H (1.15, 0.45, 1.84)  0.0000
H (-0.13, 2.23, 3.93)  0.0000
H (-0.50, -0.13, 5.23)  0.0000
H (-0.66, -0.81, 3.65)  0.0000
H (-2.11, 1.12, 6.09)  0.0000
H (-3.49, 1.33, 5.07)  0.0000
H (-2.18, 2.47, 4.84)  0.0000
H (2.17, 1.85, 3.87)  0.0000
H (1.60, 1.41, 5.33)  0.0000
C (5.44, -2.14, -0.91)  0.0000
C (5.18, -0.66, -1.07)  0.0000
C (4.11, -0.19, -0.02)  0.0000
C (4.85, 0.05, 1.30)  0.0000
C (6.00, 1.05, 1.17)  0.0000
C (7.13, 0.64, 0.16)  0.0000
N (6.45, 0.21, -1.06)  0.0000
O (7.38, -0.12, -2.01)  0.0000
C (8.03, 1.88, -0.10)  0.0000
C (7.94, -0.48, 0.93)  0.0000
C (4.50, -0.49, -2.46)  0.0000
H (4.63, -2.76, -0.52)  0.0000
H (6.26, -2.48, -0.28)  0.0000
H (5.80, -2.45, -1.89)  0.0000
H (3.59, 0.72, -0.30)  0.0000
H (3.28, -0.89, 0.11)  0.0000
H (5.25, -0.88, 1.71)  0.0000
H (4.22, 0.42, 2.11)  0.0000
H (6.38, 1.01, 2.19)  0.0000
H (5.65, 2.02, 0.83)  0.0000
H (8.23, 2.38, 0.85)  0.0000
H (9.02, 1.70, -0.53)  0.0000
H (7.69, 2.69, -0.74)  0.0000
H (8.84, -0.74, 0.36)  0.0000
H (8.26, -0.15, 1.91)  0.0000
H (7.25, -1.32, 1.03)  0.0000
H (5.14, -0.84, -3.26)  0.0000
H (4.29, 0.52, -2.81)  0.0000
H (3.60, -1.10, -2.59)  0.0000
H (7.36, 0.55, -2.69)  0.0000
C (-6.03, 1.25, 2.07)  0.0123
C (-5.81, 0.09, 1.07)  0.0486
C (-4.37, 0.22, 0.53)  0.0037
C (-3.90, -1.00, -0.34)  0.0001
C (-3.98, -2.22, 0.54)  0.0001
C (-5.30, -2.53, 1.27)  0.0469
N (-5.85, -1.22, 1.78)  0.6441
O (-7.04, -1.37, 2.45)  0.1071
C (-6.30, -3.27, 0.28)  0.0412
C (-4.89, -3.41, 2.43)  0.0163
C (-6.84, 0.08, -0.12)  0.0487
H (-6.98, 1.20, 2.61)  -0.0002
H (-6.06, 2.19, 1.52)  0.0002
H (-5.24, 1.37, 2.82)  0.0001
H (-4.41, 1.14, -0.06)  -0.0004
H (-3.74, 0.53, 1.36)  0.0000
H (-2.85, -0.94, -0.64)  0.0002
H (-4.52, -1.10, -1.23)  0.0001
H (-3.12, -2.09, 1.20)  0.0003
H (-3.64, -3.11, 0.01)  -0.0003
H (-7.28, -3.23, 0.76)  0.0007
H (-6.44, -2.73, -0.66)  0.0004
H (-6.15, -4.32, 0.01)  0.0050
H (-4.22, -2.90, 3.12)  -0.0001
H (-5.77, -3.79, 2.95)  -0.0002
H (-4.40, -4.25, 1.95)  0.0008
H (-6.99, 1.04, -0.62)  0.0069
H (-7.86, -0.23, 0.12)  0.0010
H (-6.62, -0.78, -0.75)  0.0000
H (-6.76, -1.35, 3.37)  0.0163

Max |F|   0.0545 hartree/bohr
Multiplicity   2
<S²>   0.75
Net charge   +1
E   -56233.072 eV


No. 4
C9H18CdFINO6P2 as an isolated structure in a non-equilibrium geometry. Source: OMol25; level of theory: the ωB97M-V functional and the def2-TZVPD basis.

Last column: Löwdin charge in e.
Geometry (Å):
C (-2.83, 1.48, 2.65)  -0.0346
C (-1.54, 1.46, 1.85)  -0.3889
N (-0.42, 1.81, 2.33)  0.1570
C (-1.71, 0.97, 0.42)  -0.0533
C (-0.49, 0.54, -0.39)  -0.4083
C (-0.83, -0.37, -1.59)  -0.0970
C (-1.80, -1.55, -1.39)  -0.1570
C (-1.13, -2.94, -1.38)  -0.0821
C (-0.87, -3.57, -0.04)  -0.5265
O (-0.58, -4.72, 0.11)  0.1041
O (-1.02, -2.73, 1.01)  0.1014
O (0.43, -0.21, 0.42)  -0.2195
P (1.98, 0.25, 0.30)  0.3215
F (2.48, -1.01, -0.67)  -0.3117
P (4.20, 0.93, 0.15)  0.5242
O (5.26, -0.10, -0.68)  -0.6892
I (4.26, 2.66, -1.65)  0.6000
O (1.65, 1.18, -1.11)  -0.3832
C (0.36, 1.71, -0.99)  -0.4108
O (0.47, 2.90, -0.23)  -0.0090
H (-3.66, 1.01, 2.12)  0.0743
H (-3.09, 2.49, 2.95)  0.0853
H (-2.67, 0.89, 3.56)  0.0873
H (-0.53, 2.11, 3.30)  0.0688
H (-2.44, 0.16, 0.46)  0.1044
H (-2.21, 1.79, -0.14)  0.1477
H (-1.22, 0.25, -2.41)  0.1203
H (0.13, -0.77, -1.94)  0.1148
H (-2.41, -1.46, -0.49)  0.0960
H (-2.50, -1.54, -2.23)  0.1138
H (-1.79, -3.66, -1.87)  0.1286
H (-0.19, -2.92, -1.94)  0.1281
H (-0.80, -3.26, 1.80)  0.1361
H (1.89, 1.38, 1.16)  0.0194
H (2.42, -0.53, 1.42)  0.0326
H (5.78, -0.65, -0.07)  0.0672
H (-0.03, 1.97, -1.98)  0.1561
H (-0.35, 3.40, -0.28)  0.1038
Cd (5.79, 0.68, -2.53)  1.1781

Max |F|   0.0452 hartree/bohr
Multiplicity   1
Net charge   +1
E   -57351.139 eV